Here is a structure of composition C4H4Br3ClO in a non-equilibrium geometry from the Open Molecules 2025 dataset. Energies are from ωB97M-V/def2-TZVPD.

Geometry as XYZ:
```
13
Properties=species:S:1:pos:R:3:lowdin_charge:R:1
C -0.4472 -1.2797 0.1421 -0.26
C -0.8947 -0.3060 -0.7076 -1.32
C 0.1005 -1.0763 1.4150 -0.18
C 0.8033 2.4096 -1.0869 -1.18
O 0.4499 -2.0748 2.2209 0.06
Cl 1.4671 1.1231 -2.0636 0.53
Br -1.6635 -0.8502 -2.3128 0.68
Br -1.4532 1.3298 -0.3151 0.84
Br 1.4625 2.6481 0.7174 0.55
H -0.4948 -2.3159 -0.1385 0.10
H 0.0957 0.0247 1.8502 0.13
H 0.4051 3.2495 -1.6441 -0.01
H 0.1695 -2.8819 1.9230 0.06
```

For the max |F|, the calculation gives 4.0 eV/A. The value obtained for the total energy is -8412.11928 Eh. Its HOMO-LUMO gap (spin up / spin down) is 7.43 / 7.07 eV. Its total charge is 0.